Entry from the Open Molecules 2025 dataset: a cluster of 2 separate species, C8H22N5 in total in a non-equilibrium geometry (ωB97M-V with the def2-TZVPD basis set).

Geometry (Å):
N: 1.912 0.434 -1.276
N: -0.021 1.066 0.569
N: 2.122 0.250 1.433
N: -0.508 -0.837 -0.957
N: -0.269 2.219 -0.184
C: 3.054 -0.421 -1.389
C: -1.045 -1.082 1.562
C: -1.279 3.040 0.290
C: -1.707 -0.059 2.509
C: 1.053 0.294 0.614
C: -0.304 -0.376 0.438
C: 0.046 -2.160 -1.183
C: -1.834 -0.731 -1.484
H: 1.022 -0.032 -1.629
H: -1.367 3.971 -0.243
H: -1.824 -1.854 0.988
H: 2.649 1.151 1.727
H: -0.977 0.410 3.183
H: 4.035 -0.049 -1.519
H: -2.287 0.315 -1.464
H: -2.358 2.538 0.190
H: -2.543 -1.330 -0.783
H: -2.326 -0.636 3.189
H: -0.373 -1.732 2.135
H: -0.428 1.890 -1.159
H: 0.105 -2.461 -2.229
H: -1.132 3.248 1.304
H: 3.009 -1.172 -0.536
H: 2.347 -0.449 2.029
H: -2.268 0.517 1.757
H: 2.938 -1.093 -2.291
H: -0.598 -2.927 -0.741
H: 2.016 1.440 -1.638
H: 1.019 -2.306 -0.689
H: -1.878 -1.074 -2.526

Atomic forces in eV per Å
N -1.7655 1.7505 0.0203
N -0.7647 0.7676 0.3066
N 0.4987 4.7932 -1.2106
N 1.4688 0.7690 0.3617
N 2.1040 -1.9483 -2.4277
C -0.8742 -3.7524 -0.5358
C -1.0033 -1.7387 -0.9624
C -4.5069 -0.6596 -0.2568
C 0.0191 -1.5930 -0.8693
C 1.3837 -0.0223 0.4069
C 0.4568 -0.1695 -1.6029
C -0.0973 -1.2375 0.7705
C -2.6691 0.4041 1.4091
H 1.1740 0.9074 0.0489
H 0.3812 0.2448 -0.3983
H 1.7239 2.1228 1.8337
H -1.6156 -1.8992 -1.0728
H -0.2073 0.5118 -0.8236
H 0.7240 1.1847 0.4203
H 0.9734 -1.0388 0.0258
H 1.8800 0.9428 0.3338
H 0.6804 0.5636 -1.5751
H -0.6052 0.1937 -0.1183
H 0.0232 -0.0152 -0.3317
H 0.0379 0.5830 0.8248
H 0.1342 0.5585 -0.1399
H 0.2311 0.3552 1.5275
H 0.5076 1.0936 -0.7723
H 0.3762 -3.0662 1.6295
H -0.1193 0.7367 1.3432
H 0.0146 0.6780 0.7083
H -0.1534 -0.1263 0.1671
H -0.2120 -2.1347 0.8226
H -0.2164 0.3622 -0.3417
H 0.0176 -0.1214 0.4785

Relative energy (zero: lowest compared OMol25 entry of this formula, charge and spin), kJ/mol: 10.56
E, a.u.: -591.3874
Gap between HOMO and LUMO, eV: 9.818
Total charge: +1
Spin multiplicity: 1
Molecular weight, u: 188.30
Strongest force on any atom, eV Å⁻¹: 4.97

These are the Löwdin partial charges, in e, on atoms 1 to 2: N -0.01; N 0.02